1.
C14H15N3O3S | the ωB97M-V functional and the def2-TZVPD basis

E_LUMO: 0.3 eV
SMILES string: CC(=O)Nc1ccc(S(=O)(=O)NCc2ccccn2)cc1
Kohn-Sham gap: 0.3377 hartree
ΔE to the lowest compared entry with this formula, charge and spin: 1.3149 eV
HOMO energy: -8.9 eV
charge: 0
E_tot: -36209.7832 eV

Structure (XYZ):
```
36
Properties=species:S:1:pos:R:3:mulliken_charge:R:1
C -4.8267 -1.0637 0.0277 -1.39
C -3.4529 -0.7470 -0.5232 0.80
O -3.2594 0.0183 -1.4358 -0.58
N -2.4624 -1.4219 0.1426 -0.13
C -1.0846 -1.3685 -0.0663 0.65
C -0.5243 -0.8292 -1.2238 -0.33
C 0.8504 -0.7742 -1.3579 -0.59
C 1.6585 -1.2524 -0.3458 0.02
S 3.4323 -1.0371 -0.4354 1.32
O 4.0616 -2.0700 0.3333 -0.72
O 3.8217 -0.8248 -1.7936 -0.68
N 3.7247 0.3799 0.3972 -0.27
C 3.1895 1.5998 -0.1553 -1.03
C 1.7046 1.7985 0.0408 0.98
C 1.0677 1.4937 1.2407 -0.43
C -0.3026 1.6693 1.3311 -0.51
C -0.9906 2.1592 0.2330 -0.24
C -0.2611 2.4611 -0.9062 -0.52
N 1.0435 2.2830 -1.0016 -0.54
C 1.1181 -1.8236 0.7901 -0.85
C -0.2538 -1.8893 0.9286 -0.62
H -5.0263 -2.1301 -0.0520 0.35
H -4.8917 -0.7715 1.0740 0.35
H -5.5730 -0.5173 -0.5413 0.36
H -2.7479 -1.9760 0.9386 0.22
H -1.1658 -0.4430 -1.9974 0.48
H 1.3093 -0.3583 -2.2402 0.46
H 3.6099 0.2582 1.3902 0.32
H 3.3991 1.5685 -1.2260 0.41
H 3.7333 2.4467 0.2786 0.33
H 1.6297 1.1242 2.0859 0.31
H -0.8225 1.4311 2.2485 0.43
H -2.0590 2.3012 0.2544 0.44
H -0.7430 2.8556 -1.7900 0.40
H 1.7823 -2.2158 1.5441 0.47
H -0.6887 -2.3346 1.8124 0.35
```



2.
C4H9N | the ωB97M-V functional and the def2-TZVPD basis

E_LUMO: 1.3 eV
SMILES string: CCN1CC1
Kohn-Sham gap: 0.3844 hartree
ΔE to the lowest compared entry with this formula, charge and spin: 1.9035 eV
HOMO energy: -9.2 eV
charge: 0
E_tot: -5781.9085 eV

Structure (XYZ):
```
14
Properties=species:S:1:pos:R:3:mulliken_charge:R:1
C 0.8848 0.5509 1.6661 -1.11
C -0.2062 0.6411 0.6292 -0.24
N 0.2487 0.1690 -0.6417 -0.25
C -0.0172 -1.2050 -1.0380 -0.50
C -0.6903 -0.0878 -1.7485 -0.33
H 0.6015 1.2049 2.4876 0.35
H 0.9044 -0.5475 2.2125 0.22
H 1.9117 0.7509 1.3472 0.34
H -1.1484 0.1574 1.0896 0.25
H -0.5706 1.7011 0.3418 0.33
H 0.7902 -1.7945 -1.4767 0.24
H -0.7309 -1.8313 -0.4726 0.23
H -1.8100 -0.0156 -1.6770 0.26
H -0.1678 0.3065 -2.7194 0.22
```



3.
C3H8FN3O | the ωB97M-V functional and the def2-TZVPD basis

E_LUMO: 0.8 eV
SMILES string: [H]/N=C(\N)NOCCF
Kohn-Sham gap: 0.3738 hartree
ΔE to the lowest compared entry with this formula, charge and spin: 0.8587 eV
HOMO energy: -9.3 eV
charge: 0
E_tot: -12474.1045 eV

Structure (XYZ):
```
16
Properties=species:S:1:pos:R:3:mulliken_charge:R:1
H 3.5872 -0.9668 0.1110 0.21
N 2.6247 -1.3619 -0.0239 -0.66
C 1.7857 -0.3905 -0.1431 0.30
N 1.9957 0.9690 -0.1254 -0.43
N 0.4054 -0.7913 -0.0566 -0.23
O -0.3770 0.1371 -0.8341 -0.36
C -1.4042 0.6871 0.0673 -0.29
C -2.4373 -0.2971 0.4940 -0.25
F -3.1491 -0.7674 -0.6124 -0.30
H 2.9908 1.2742 -0.2194 0.25
H 1.3421 1.5121 -0.6925 0.25
H 0.4115 -1.6754 -0.5805 0.31
H -0.8816 1.0654 0.9455 0.33
H -1.8229 1.5957 -0.3910 0.36
H -3.0851 0.2277 1.2092 0.26
H -1.9856 -1.2179 0.8519 0.26
```



4.
C27H14Cl5MgN3O2P | the ωB97M-V functional and the def2-TZVPD basis

E_LUMO: 2.3 eV
Kohn-Sham gap: 0.3141 hartree
ΔE to the lowest compared entry with this formula, charge and spin: 0.0000 eV
HOMO energy: -6.3 eV
charge: -1
E_tot: -114143.4638 eV

Structure (XYZ):
```
53
Properties=species:S:1:pos:R:3:mulliken_charge:R:1
Mg 0.7764 -0.3217 -2.5294 0.68
O 4.3970 -1.6379 -1.4008 -0.69
C 3.4328 -0.9321 -1.1575 0.13
O 2.6033 -0.4645 -2.0144 -0.26
C 3.2413 -0.4847 0.2986 0.24
C 4.4211 -0.3310 1.0262 -0.70
C 4.4121 0.1157 2.3346 -0.57
C 3.2053 0.4016 2.9569 -0.81
C 2.0250 0.2279 2.2574 -0.47
C 2.0207 -0.2131 0.9303 0.40
P 0.4080 -0.4678 0.1020 1.17
C -0.3133 -1.9499 0.8833 0.17
C 0.0278 -2.4327 2.1438 -0.43
C -0.5882 -3.5703 2.6423 -0.69
C -1.5510 -4.2331 1.8914 -0.61
C -1.8948 -3.7654 0.6320 -0.75
C -1.2704 -2.6314 0.1318 -0.04
C -0.5854 0.9218 0.7505 0.35
C -1.8970 0.7489 1.1775 -0.40
C -2.6794 1.8508 1.5005 -0.71
C -2.1581 3.1311 1.4017 -0.61
C -0.8452 3.3103 0.9821 -0.80
C -0.0664 2.2140 0.6532 -0.30
H 5.3482 -0.5744 0.5260 0.49
H 5.3449 0.2431 2.8701 0.40
H 3.1816 0.7553 3.9799 0.41
H 1.0820 0.4521 2.7418 0.54
H 0.7879 -1.9341 2.7313 0.38
H -0.3092 -3.9452 3.6189 0.39
H -2.0210 -5.1262 2.2825 0.38
H -2.6169 -4.2852 0.0164 0.51
H -1.5269 -2.2763 -0.8595 0.21
H -2.3184 -0.2470 1.2435 0.35
H -3.7043 1.7043 1.8164 0.41
H -2.7744 3.9895 1.6360 0.38
H -0.4343 4.3080 0.8900 0.42
H 0.9511 2.3635 0.3091 0.50
Cl -2.4617 0.1228 -2.3612 -0.16
C -1.5955 1.6439 -2.4122 1.13
C -0.2312 1.6036 -2.6565 -1.86
C 0.3974 2.8377 -2.6591 1.38
Cl 2.1252 2.8760 -2.9305 -0.19
C -0.2594 4.0420 -2.4150 -0.30
Cl 0.5965 5.5439 -2.3760 -0.19
C -1.6301 4.0248 -2.1730 0.49
Cl -2.4717 5.4941 -1.8389 -0.19
C -2.3141 2.8128 -2.1784 -0.54
Cl -4.0150 2.7853 -1.8826 -0.17
N 0.0599 -1.9907 -3.4105 -0.53
C -0.4048 -3.0626 -3.3925 0.83
N -0.8351 -4.2671 -3.3906 -0.75
C -2.0226 -4.5328 -2.8762 0.60
N -3.0500 -4.8477 -2.4428 -0.64
```



- ΔE to the lowest compared entry with this formula, charge and spin of number 1 (C14H15N3O3S)?
  1.3149 eV



- Which of these has the lowest HOMO energy?
  C3H8FN3O